49
Properties=species:S:1:pos:R:3 method="wB97M-V/def2-TZVPD" homo_energy_ha=-0.3086 lumo_ev=0.644 relative_energy_kcal_mol=10.0 orbital_gap_ev=9.0
C 0.99423 1.00295 3.87214
C 1.02690 2.25744 3.00913
C 1.65404 2.00373 1.63802
C 0.79055 1.18047 0.75380
N -0.29103 0.53922 1.09090
N -0.77683 -0.09078 0.00333
C 0.03037 0.17445 -0.98711
S -0.11641 -0.46806 -2.59303
C -1.18017 -1.86602 -2.12994
C -0.47737 -2.62472 -1.00550
O 0.73703 -2.69213 -0.97773
N -1.25061 -3.23818 -0.08774
C -2.68722 -3.16663 0.06627
C -3.01013 -2.26603 1.26862
O -2.41811 -2.78632 2.43754
C -1.01515 -2.84437 2.29567
C -0.62113 -3.74648 1.12018
N 1.04943 0.98117 -0.57925
C 2.09961 1.51239 -1.40205
C 1.57744 2.57766 -2.37197
C 0.88619 3.73171 -1.65240
O 1.80489 4.36462 -0.78845
C 1.26093 5.48357 -0.13736
H 1.99949 0.61419 4.02262
H 0.56198 1.22487 4.84467
H 0.39033 0.24115 3.38907
H 0.00891 2.62416 2.87168
H 1.60527 3.03456 3.51476
H 2.61358 1.49048 1.76525
H 1.85393 2.95417 1.13610
H -2.14039 -1.44850 -1.84214
H -1.27562 -2.49119 -3.01765
H -3.17503 -2.80470 -0.83504
H -3.04779 -4.18169 0.27293
H -4.08503 -2.23599 1.45401
H -2.62807 -1.25497 1.06987
H -0.62593 -3.24054 3.23466
H -0.61798 -1.83450 2.12336
H 0.45869 -3.74245 0.97375
H -0.97006 -4.76894 1.29670
H 2.53824 0.68820 -1.97364
H 2.85764 1.94864 -0.75065
H 2.42455 2.96656 -2.93643
H 0.86864 2.12431 -3.06679
H 0.50939 4.45328 -2.39321
H 0.02171 3.36437 -1.07562
H 0.39723 5.20436 0.47961
H 2.04637 5.88837 0.49771
H 0.94439 6.24661 -0.85861